<A>
DFT (the ωB97M-V functional and the def2-TZVPD basis) results for a cluster of 2 separate species, C2H8O2 in total.

The geometry in XYZ format:
```
12
C2H8O2 | the OMol25 dataset | the ωB97M-V functional and the def2-TZVPD basis
C -1.490 0.924 -1.746
O -0.775 0.004 -2.537
H -0.855 1.534 -1.109
H -2.301 0.446 -1.171
H -2.049 1.579 -2.422
H -0.261 -0.571 -1.958
C 1.398 -1.006 1.756
O 1.000 0.347 1.484
H 0.667 -1.661 1.300
H 1.366 -1.211 2.819
H 2.348 -1.210 1.267
H 0.952 0.825 2.318
```

Summary:
**SMILES**: CO.CO
**Orbital gap**: 0.403 hartree
**Highest occupied orbital energy**: -10.22 eV
**LUMO level**: 0.748 eV

<B>
DFT (the ωB97M-V functional and the def2-TZVPD basis) results for a cluster of 2 separate species, C2H8O2 in total.

The geometry in XYZ format:
```
12
C2H8O2 | the OMol25 dataset | the ωB97M-V functional and the def2-TZVPD basis
C -2.826 -0.776 -2.087
O -2.787 0.000 -3.188
H -1.830 -1.130 -1.824
H -3.251 -0.211 -1.257
H -3.390 -1.682 -2.311
H -3.718 0.162 -3.360
C 2.813 0.731 2.005
O 2.966 0.720 3.428
H 3.414 1.516 1.545
H 3.188 -0.225 1.641
H 1.765 0.785 1.709
H 3.656 0.110 3.699
```

Summary:
**SMILES**: CO.CO
**Orbital gap**: 0.413 hartree
**Highest occupied orbital energy**: -10.36 eV
**LUMO level**: 0.883 eV

The most stable arrangement is <A>, and the next structure is 0.0078 hartree less stable.

<A>
DFT (the ωB97M-V functional and the def2-TZVPD basis) results for a cluster of 2 separate species, C6H17N2 in total.

The geometry in XYZ format:
```
25
C6H17N2 | the OMol25 dataset | the ωB97M-V functional and the def2-TZVPD basis
C -2.132 -0.138 -2.786
C -1.672 0.457 -1.445
C -0.019 2.090 -1.500
N -0.266 0.840 -1.511
H -3.153 -0.498 -2.683
H -2.098 0.637 -3.551
H -1.489 -0.961 -3.094
H -1.789 -0.316 -0.680
H -2.335 1.292 -1.200
H -0.775 2.833 -1.260
H 1.014 2.377 -1.674
C 0.100 -1.624 1.833
C 0.776 -0.307 1.527
C 1.822 0.057 2.565
N 1.422 -0.426 0.136
H -0.689 -1.979 1.170
H 0.824 -2.434 1.968
H -0.382 -1.535 2.812
H 0.055 0.497 1.361
H 2.531 -0.754 2.728
H 1.291 0.231 3.501
H 2.346 0.978 2.306
H 0.728 0.003 -0.610
H 2.298 0.088 0.148
H 1.593 -1.411 -0.061
```

Summary:
**Charge**: +1
**Orbital gap**: 0.423 hartree
**Highest occupied orbital energy**: -14.49 eV
**LUMO level**: -2.990 eV

<B>
DFT (the ωB97M-V functional and the def2-TZVPD basis) results for the ion C6H17N2 with charge +1.

The geometry in XYZ format:
```
25
C6H17N2 | the OMol25 dataset | the ωB97M-V functional and the def2-TZVPD basis
C -1.751 1.344 1.990
C -0.736 1.652 0.914
C 0.636 2.196 1.433
N -0.397 0.474 0.045
C 0.581 -0.559 0.256
C 0.940 -1.256 -1.049
C 0.567 -2.747 -1.080
N 0.203 -0.855 -2.297
H -1.320 1.655 3.034
H -1.912 0.260 2.005
H -2.649 1.831 1.695
H -1.124 2.453 0.173
H 1.137 1.326 1.960
H 1.292 2.519 0.633
H 0.498 2.979 2.153
H -1.362 0.081 -0.107
H 1.595 -0.112 0.613
H 0.264 -1.307 0.986
H 2.108 -1.103 -1.280
H 1.387 -3.227 -1.492
H 0.518 -3.155 -0.061
H -0.439 -3.012 -1.490
H 0.452 -1.544 -3.026
H -0.837 -0.870 -2.261
H 0.323 0.112 -2.559
```

Summary:
**Charge**: +1
**SMILES**: CC(C)NC[C@@H](C)[NH3+]
**Orbital gap**: 0.343 hartree
**Highest occupied orbital energy**: -12.71 eV
**LUMO level**: -3.389 eV

The most stable arrangement is <A>, and the next structure is 0.0529 hartree less stable.

<A>
DFT (the ωB97M-V functional and the def2-TZVPD basis) results for a cluster of 2 separate species, C6H17N2 in total.

The geometry in XYZ format:
```
25
C6H17N2 | the OMol25 dataset | the ωB97M-V functional and the def2-TZVPD basis
C 1.451 1.987 -1.376
C 0.245 1.003 -1.545
C -0.475 0.734 -0.279
C 0.294 -0.152 0.592
C 0.058 -1.706 0.116
N 0.518 -2.721 0.954
C -0.161 -2.879 2.214
N -1.668 3.201 -0.732
H 1.262 2.965 -0.947
H 2.198 1.486 -0.757
H 1.920 2.069 -2.357
H -0.331 1.305 -2.410
H -1.543 0.625 -0.431
H 0.772 0.070 -1.788
H 1.360 0.057 0.680
H -0.036 -0.139 1.637
H 0.436 -1.853 -0.895
H -1.035 -1.762 0.072
H 1.328 -3.257 0.725
H -1.228 -3.047 2.025
H 0.209 -3.796 2.672
H -0.059 -2.074 2.949
H -2.604 2.831 -0.825
H -1.180 2.691 -0.004
H -1.803 4.158 -0.429
```

Summary:
**Charge**: +1
**Orbital gap**: 0.236 hartree
**Highest occupied orbital energy**: -12.96 eV
**LUMO level**: -6.546 eV

<B>
DFT (the ωB97M-V functional and the def2-TZVPD basis) results for a cluster of 2 separate species, C6H17N2 in total.

The geometry in XYZ format:
```
25
C6H17N2 | the OMol25 dataset | the ωB97M-V functional and the def2-TZVPD basis
C -1.769 -0.415 -2.462
N 2.155 0.059 -0.385
C 2.789 -0.881 0.526
C 2.023 -0.781 1.894
C -1.670 -0.653 -0.966
N -0.565 -0.096 -0.191
C -0.759 1.351 0.126
C -1.716 1.497 1.287
H -2.438 -1.279 -2.819
H -2.215 0.498 -2.779
H 2.574 0.071 -1.373
H 3.842 -0.563 0.727
H 2.834 -1.919 0.175
H 2.071 0.228 2.243
H 2.483 -1.493 2.674
H 0.960 -1.053 1.740
H -1.468 -1.803 -0.928
H -2.680 -0.533 -0.556
H -0.777 -0.598 -2.920
H 1.085 0.049 -0.432
H 0.186 1.816 0.417
H -1.093 1.957 -0.742
H -1.298 0.934 2.121
H -2.721 1.037 1.029
H -1.834 2.573 1.594
```

Summary:
**Charge**: +1
**Orbital gap**: 0.189 hartree
**Highest occupied orbital energy**: -13.32 eV
**LUMO level**: -8.183 eV

The most stable arrangement is <A>, and the next structure is 0.0785 hartree less stable.